The following is a DFT calculation (wB97M-V/def2-TZVPD) of a structure of composition C21H25BClN6O3Pt.

Relative energy (zero: lowest compared OMol25 entry of this formula, charge and spin) ... 2.1 kcal per mole

ORCA input file:
```
! RIJCOSX wB97M-V def2-TZVPD def2/J DEFGRID3
* xyz -1 1
Pt 0.158 -1.551 0.406
B 2.589 -3.324 2.160
N 3.019 -2.091 1.333
C 4.233 -1.533 1.271
C 4.295 -0.735 0.142
C 3.032 -0.866 -0.437
N 2.272 -1.674 0.299
N 1.149 -3.155 2.718
C 0.793 -3.458 3.968
C -0.586 -3.443 4.058
C -1.004 -3.105 2.777
N 0.045 -2.942 1.964
H 3.337 -3.432 3.104
H 2.605 -4.295 1.436
H 4.978 -1.779 2.008
H 5.131 -0.158 -0.212
H 2.623 -0.423 -1.328
H 1.552 -3.675 4.699
H -1.198 -3.641 4.920
H -2.005 -2.964 2.419
C -1.957 2.908 0.872
C -0.591 3.549 0.655
C 0.286 2.768 -0.336
C 1.666 3.455 -0.431
C 2.657 2.782 -1.371
C -0.352 2.840 -1.708
O -0.763 3.879 -2.193
N -0.378 1.670 -2.399
C -0.040 0.390 -1.923
O -0.025 -0.522 -2.723
N 0.272 0.258 -0.599
C 0.478 1.344 0.208
O 0.812 1.232 1.374
H -2.561 3.506 1.557
H -1.856 1.909 1.299
H -2.507 2.829 -0.069
H -0.047 3.604 1.598
H -0.709 4.559 0.260
H 2.070 3.477 0.583
H 1.488 4.487 -0.745
H 2.882 1.769 -1.037
H 3.594 3.339 -1.395
H 2.276 2.733 -2.393
H -0.714 1.684 -3.351
Cl -1.827 -3.470 -1.857
C -2.609 -1.926 -1.996
C -3.249 -1.627 -3.187
C -3.888 -0.407 -3.343
C -3.889 0.497 -2.290
C -3.254 0.170 -1.102
C -2.582 -1.043 -0.918
C -1.910 -1.356 0.378
H -3.230 -2.353 -3.989
H -4.379 -0.170 -4.278
H -4.383 1.456 -2.392
H -3.252 0.881 -0.282
H -2.355 -2.290 0.728
H -2.190 -0.568 1.088
*
```

---

The following is a DFT calculation (wB97M-V/def2-TZVPD) of a cluster of 5 separate species, C7H11Br4Cl9 in total.

Relative energy (zero: lowest compared OMol25 entry of this formula, charge and spin) ... 0.0 kcal per mole
SMILES ... ClC(Cl)Cl.ClC(Cl)Cl.ClC(Cl)Cl.BrCCBr.BrCCBr

ORCA input file:
```
! RIJCOSX wB97M-V def2-TZVPD def2/J DEFGRID3
* xyz 0 1
Cl 1.101 -0.926 -2.877
C 0.044 -1.370 -1.505
Cl -0.297 -3.113 -1.576
Cl -1.462 -0.479 -1.515
H 0.526 -1.148 -0.562
Cl 3.095 -2.205 -5.560
C 2.210 -3.526 -4.761
Cl 2.911 -4.130 -3.241
Cl 2.086 -4.898 -5.873
H 1.229 -3.119 -4.565
Cl 3.181 -0.723 0.029
C 4.866 -1.157 -0.174
Cl 5.982 -0.062 0.634
Cl 5.230 -1.168 -1.943
H 5.119 -2.147 0.180
Br 0.069 -0.449 2.160
C 0.048 1.404 2.867
C -0.442 1.373 4.287
Br -2.326 0.751 4.424
H -0.584 2.013 2.225
H 1.075 1.757 2.837
H -0.384 2.305 4.840
H 0.077 0.610 4.862
Br -5.820 3.823 1.372
C -4.530 2.316 1.224
C -3.761 2.405 -0.068
Br -2.655 4.013 -0.091
H -5.141 1.416 1.274
H -3.975 2.371 2.154
H -4.466 2.431 -0.891
H -3.005 1.633 -0.167
*
```

---

The following is a DFT calculation (wB97M-V/def2-TZVPD) of the molecule C5H13N.

Relative energy (zero: lowest compared OMol25 entry of this formula, charge and spin) ... 26.4 kcal per mole
SMILES ... CCCN(C)C

ORCA input file:
```
! RIJCOSX wB97M-V def2-TZVPD def2/J DEFGRID3
* xyz 0 1
C -2.547 0.081 0.749
C -1.067 0.183 1.131
C -0.146 0.697 0.019
N 1.109 -0.047 -0.113
C 1.020 -1.393 -0.654
C 2.196 0.716 -0.669
H -3.127 0.926 1.099
H -2.754 0.021 -0.322
H -2.939 -0.843 1.176
H -0.692 -0.834 1.265
H -0.990 0.653 2.112
H 0.114 1.751 0.000
H -0.692 0.493 -0.913
H 0.139 -1.846 -0.223
H 1.970 -1.869 -0.461
H 0.912 -1.450 -1.754
H 3.098 0.133 -0.577
H 2.136 0.983 -1.741
H 2.257 1.645 -0.125
*
```